# 1
Here is a structure of composition C44H114F6N9O14Ti from OMol25. Energies are from the ωB97M-V functional and the def2-TZVPD basis.

As for the LUMO energy (spin up / spin down): 0.2 / 0.2 eV. As for the total energy: -128962.6015 eV. The HOMO energy (spin up / spin down) is -2.9 / -7.8 eV. Its expectation value of S² is 3.752. Its total charge is 0. Its spin multiplicity is 4.

Geometry (Å):
Ti  -1.028  2.916  1.505
O  -3.919  -0.195  2.185
H  -3.579  -0.769  2.964
H  -3.116  0.281  1.818
H  -4.616  0.411  2.477
C  -0.809  -0.178  0.448
O  0.390  0.402  0.995
O  -1.817  0.692  0.772
C  -0.634  -0.581  -1.027
F  -0.118  0.434  -1.728
F  0.205  -1.642  -1.106
F  -1.796  -0.984  -1.585
C  1.550  -0.427  1.092
C  2.475  0.200  2.124
H  2.696  1.203  1.758
H  2.007  0.359  3.096
H  3.388  -0.382  2.243
H  2.036  -0.541  0.118
H  1.267  -1.461  1.334
H  -0.999  -1.087  1.042
C  -1.032  3.690  4.477
O  -1.818  4.637  5.195
O  -1.948  2.964  3.758
C  0.166  4.373  3.722
F  1.044  4.904  4.577
F  0.887  3.489  2.996
F  -0.268  5.344  2.870
C  -1.253  5.677  5.982
C  -2.323  6.228  6.898
H  -3.000  6.868  6.341
H  -2.770  5.395  7.446
H  -1.855  6.805  7.700
H  -1.058  6.482  5.265
H  -0.373  5.316  6.521
H  -0.592  3.109  5.313
C  -5.311  1.820  -4.879
C  -3.869  1.407  -4.505
C  -3.168  2.512  -3.759
O  -3.050  3.709  -4.511
C  -1.996  3.680  -5.497
N  -3.944  0.275  -3.568
H  -5.757  2.159  -3.942
H  -5.880  1.026  -5.339
H  -5.266  2.738  -5.467
H  -3.265  1.124  -5.372
H  -2.184  2.194  -3.390
H  -3.720  2.788  -2.859
H  -2.237  4.534  -6.121
H  -2.047  2.744  -6.059
H  -0.992  3.665  -5.068
H  -4.315  -0.593  -3.965
H  -3.054  0.064  -3.136
C  -0.529  -0.717  4.138
C  -1.816  -1.169  4.898
C  -2.447  0.018  5.595
O  -3.473  -0.444  6.461
C  -4.434  0.536  6.783
N  -2.781  -1.805  3.978
H  -0.224  -1.640  3.628
H  0.252  -0.511  4.870
H  -0.569  0.015  3.331
H  -1.566  -2.017  5.541
H  -3.012  0.571  4.830
H  -1.856  0.755  6.146
H  -5.029  0.109  7.591
H  -5.216  0.738  6.039
H  -3.957  1.489  7.021
H  -3.550  -2.229  4.506
H  -2.444  -2.730  3.665
C  -3.502  -1.154  -7.580
C  -4.527  -2.184  -7.182
C  -4.013  -3.075  -6.051
O  -3.918  -2.351  -4.851
C  -3.342  -3.094  -3.794
N  -5.809  -1.572  -6.810
H  -2.498  -1.405  -7.226
H  -3.608  -0.148  -7.169
H  -3.393  -0.909  -8.638
H  -4.798  -2.820  -8.025
H  -3.111  -3.632  -6.335
H  -4.701  -3.927  -5.922
H  -3.478  -2.601  -2.834
H  -2.321  -3.403  -4.029
H  -3.828  -4.067  -3.622
H  -5.737  -0.982  -5.992
H  -6.452  -2.284  -6.472
C  3.713  3.537  -2.491
C  3.640  2.987  -1.034
C  3.683  4.101  0.015
O  4.308  3.554  1.174
C  4.197  4.433  2.284
N  2.288  2.379  -0.938
H  3.555  2.689  -3.151
H  4.678  4.039  -2.601
H  2.986  4.340  -2.611
H  4.405  2.220  -0.903
H  2.680  4.414  0.308
H  4.184  4.960  -0.446
H  3.259  4.977  2.401
H  5.074  5.082  2.172
H  4.392  3.911  3.223
H  2.234  1.468  -1.373
H  1.963  2.316  0.022
C  0.358  -4.310  1.769
C  -1.183  -4.239  1.660
C  -1.849  -5.384  0.872
O  -1.374  -5.470  -0.449
C  -1.879  -4.400  -1.269
N  -1.687  -4.364  3.052
H  0.715  -4.667  0.796
H  0.713  -5.018  2.515
H  0.831  -3.335  1.886
H  -1.488  -3.233  1.363
H  -2.930  -5.395  1.032
H  -1.410  -6.274  1.336
H  -1.275  -4.405  -2.177
H  -1.728  -3.401  -0.862
H  -2.913  -4.610  -1.541
H  -0.933  -4.040  3.648
H  -1.848  -5.325  3.335
C  3.683  -3.742  0.065
C  5.089  -3.364  -0.268
C  6.063  -4.538  -0.395
O  5.699  -5.340  -1.516
C  6.457  -6.541  -1.530
N  5.093  -2.548  -1.497
H  3.091  -2.884  0.373
H  3.722  -4.427  0.917
H  3.296  -4.255  -0.817
H  5.564  -2.711  0.476
H  5.985  -5.095  0.545
H  7.065  -4.124  -0.549
H  7.381  -6.411  -2.092
H  5.802  -7.174  -2.147
H  6.425  -7.136  -0.615
H  4.783  -3.197  -2.223
H  6.075  -2.472  -1.762
C  -0.397  4.855  -2.447
C  -0.955  4.779  -1.026
C  -2.296  4.081  -0.900
O  -2.689  4.090  0.485
C  -3.922  3.429  0.678
N  0.027  4.263  -0.089
H  0.522  5.433  -2.575
H  -1.160  5.050  -3.198
H  0.081  3.896  -2.700
H  -1.145  5.803  -0.678
H  -2.180  3.050  -1.243
H  -2.961  4.696  -1.513
H  -3.776  2.356  0.514
H  -4.679  3.685  -0.077
H  -4.358  3.700  1.637
H  0.668  3.811  -0.743
H  0.606  5.012  0.284
C  -0.333  -3.316  -6.044
C  0.952  -2.991  -5.218
C  1.442  -1.556  -5.544
O  1.712  -1.434  -6.905
C  2.730  -0.544  -7.273
N  0.588  -3.108  -3.809
H  -0.768  -4.280  -5.759
H  -0.036  -3.522  -7.072
H  -1.056  -2.558  -5.746
H  1.704  -3.710  -5.560
H  2.293  -1.397  -4.873
H  0.606  -0.965  -5.149
H  3.508  -0.488  -6.502
H  2.378  0.488  -7.371
H  3.220  -0.875  -8.187
H  1.213  -2.589  -3.201
H  0.627  -4.088  -3.563
C  4.924  -1.489  5.077
C  4.779  -0.870  6.456
C  3.601  0.143  6.531
O  3.850  1.155  5.633
C  2.745  2.044  5.549
N  4.658  -1.989  7.453
H  5.579  -2.361  5.116
H  5.362  -0.815  4.338
H  3.952  -1.799  4.682
H  5.708  -0.312  6.621
H  3.587  0.494  7.572
H  2.742  -0.510  6.319
H  1.755  1.726  5.219
H  3.052  2.763  4.782
H  2.776  2.674  6.444
H  5.467  -1.863  8.059
H  5.013  -2.761  6.901

***

# 2
Here is a structure of composition C16H32ClInNO13P2 from OMol25. Energies are from the ωB97M-V functional and the def2-TZVPD basis.

As for the LUMO energy: 1.4 eV. As for the total energy: -81491.8729 eV. The HOMO energy is -4.0 eV. Its total charge is -1. Its spin multiplicity is 1.

Geometry (Å):
C  1.778  -3.294  2.854
C  1.890  -3.751  1.343
C  0.903  -2.986  0.367
O  0.220  -1.881  0.952
C  -1.053  -2.240  1.528
In  -2.418  -0.444  1.173
O  -3.592  -0.934  -0.482
C  -4.799  -1.587  -0.124
C  -4.607  -2.950  0.627
C  -6.019  -3.426  1.193
O  -4.058  -3.897  -0.297
P  -0.850  1.553  0.819
N  -1.194  2.809  1.777
P  -3.916  -0.008  3.233
O  -3.117  -0.560  4.641
Cl  -4.079  2.102  3.392
H  2.569  -3.820  3.456
H  0.778  -3.584  3.254
H  1.972  -2.198  2.891
H  2.967  -3.653  1.058
H  1.641  -4.843  1.291
H  1.527  -2.593  -0.470
H  0.188  -3.738  -0.072
H  -0.945  -2.476  2.618
H  -1.544  -3.120  1.025
H  -5.330  -1.835  -1.094
H  -5.487  -0.874  0.416
H  -3.923  -2.900  1.512
H  -5.827  -3.896  2.196
H  -6.439  -4.155  0.464
H  -6.678  -2.548  1.392
H  -3.761  -3.398  -1.073
H  0.514  1.171  1.071
H  -0.909  2.020  -0.544
H  -1.399  3.637  1.217
H  -3.739  -1.159  5.073
C  2.087  -0.464  -3.678
C  3.438  0.192  -3.689
O  3.754  0.286  -2.298
C  3.038  -0.672  -1.655
O  3.191  -0.973  -0.510
O  2.125  -1.240  -2.485
H  1.922  -1.098  -4.550
H  1.268  0.257  -3.603
H  4.194  -0.416  -4.185
H  3.420  1.181  -4.149
C  -1.641  4.587  5.862
C  -1.961  5.273  4.567
O  -2.414  6.561  4.995
C  -1.878  6.794  6.218
O  -1.922  7.846  6.786
O  -1.287  5.679  6.715
H  -0.817  3.881  5.770
H  -2.505  4.070  6.287
H  -1.081  5.400  3.932
H  -2.733  4.756  4.001
C  6.440  2.082  -7.004
C  5.740  1.599  -8.243
O  5.363  0.270  -7.893
C  5.297  0.209  -6.539
O  4.848  -0.711  -5.925
O  5.805  1.331  -5.973
H  6.315  3.151  -6.839
H  7.508  1.845  -7.006
H  4.838  2.175  -8.466
H  6.387  1.600  -9.119

***

# 3
Here is a structure of composition C3H7NO from OMol25. Energies are from the ωB97M-V functional and the def2-TZVPD basis.

As for the LUMO energy: 0.5 eV. As for the total energy: -6758.8890 eV. The HOMO energy is -9.4 eV. Its total charge is 0. Its spin multiplicity is 1.

Geometry (Å):
C  0.447  1.815  -0.555
C  -0.086  -0.416  0.305
C  -1.069  -1.521  0.431
H  1.533  1.515  -0.454
H  0.091  2.335  0.613
H  0.280  2.756  -1.286
H  0.000  -0.077  -1.656
H  -0.795  -2.306  1.533
H  -2.251  -1.068  0.494
H  -1.129  -2.300  -0.390
N  -0.310  0.519  -0.799
O  1.086  -0.469  0.706

***

# 4
Here is a cluster of 2 separate species, C2H10N2 in total from OMol25. Energies are from the ωB97M-V functional and the def2-TZVPD basis.

As for the LUMO energy (spin up / spin down): -4.1 / -9.5 eV. As for the total energy: -5206.3648 eV. The HOMO energy (spin up / spin down) is -11.2 / -11.2 eV. Its expectation value of S² is 0.754. Its total charge is +1. Its spin multiplicity is 2.

Geometry (Å):
C  1.541  -0.540  3.327
N  0.994  0.741  2.963
H  0.990  -0.921  4.190
H  2.599  -0.571  3.614
H  1.340  -1.214  2.493
H  0.793  1.432  3.690
H  1.461  1.150  2.157
C  -0.990  -0.137  -2.833
N  -1.795  0.369  -3.927
H  -1.416  -0.017  -1.838
H  0.004  0.324  -2.857
H  -0.752  -1.191  -2.971
H  -2.238  -0.387  -4.430
H  -2.532  0.960  -3.579

***

# 5
Here is an isolated molecule of C4H9NO from OMol25. Energies are from the ωB97M-V functional and the def2-TZVPD basis.

As for the LUMO energy: 1.0 eV. As for the SMILES: C/N=C(\C)OC. As for the total energy: -7827.9584 eV. The HOMO energy is -9.2 eV. Its total charge is 0. Its spin multiplicity is 1.

Geometry (Å):
C  -0.164  1.152  -1.884
O  0.296  1.435  -0.595
C  0.479  0.191  0.354
N  0.302  -0.915  -0.162
C  -0.085  -2.137  0.487
C  0.220  0.911  1.583
H  0.713  0.937  -2.478
H  -0.676  2.027  -2.293
H  -0.832  0.287  -1.867
H  0.580  -2.473  1.289
H  -1.090  -1.988  0.897
H  -0.161  -2.913  -0.277
H  0.027  0.360  2.510
H  0.930  1.710  1.786
H  -0.541  1.414  0.649

***

# 6
Here is an isolated molecule of C3H5NO2S from OMol25. Energies are from the ωB97M-V functional and the def2-TZVPD basis.

As for the LUMO energy: 0.7 eV. As for the SMILES: O=C1CSCN1O. As for the total energy: -19610.2969 eV. The HOMO energy is -9.1 eV. Its total charge is 0. Its spin multiplicity is 1.

Geometry (Å):
C  -0.656  0.810  0.011
C  0.820  1.363  -0.014
C  0.647  -1.230  -0.111
N  -0.570  -0.554  0.138
O  -1.666  1.440  -0.002
O  -1.789  -1.293  0.083
S  1.990  -0.027  0.120
H  1.074  1.991  -0.883
H  1.114  2.062  0.710
H  0.697  -2.259  0.530
H  0.736  -1.560  -1.193
H  -2.399  -0.743  0.611